{"formula": "C3H8NS", "method": "wB97M-V/def2-TZVPD", "smiles": "C[C@@H](N)C[S-]", "homo_ev": -2.3, "orbital_gap_ha": 0.243, "e_above_lowest_kcal_mol": 7.5, "e_tot_ha": -572.06636, "charge": -1, "e_lumo_ev": 4.27, "elements": ["C", "C", "N", "C", "S", "H", "H", "H", "H", "H", "H", "H", "H"], "coordinates": [[-0.325, 0.717, 1.739], [-1.005, 0.395, 0.367], [-0.728, 1.518, -0.604], [-0.460, -0.934, -0.184], [1.292, -0.896, -0.681], [0.202, -0.152, 2.124], [0.313, 1.590, 1.687], [-1.147, 0.903, 2.445], [-2.088, 0.306, 0.484], [-0.435, 1.020, -1.447], [0.119, 1.941, -0.260], [-1.027, -1.246, -1.068], [-0.616, -1.755, 0.531]]}